# C39H97ClN7O12

9 unconnected molecules or ions with the total composition C39H97ClN7O12 (the ωB97M-V functional and the def2-TZVPD basis, the OMol25 dataset).

Last column: Löwdin charge in e.
Atoms and positions in Å:
Cl -0.51704 -0.74456 -0.88492  0.65
O 0.76424 -1.11506 -1.40817  -0.35
O -1.58638 -1.44105 -1.56546  -0.37
O -0.59249 -0.95438 0.55150  -0.38
O -0.77799 0.66821 -1.06969  -0.33
C 1.30039 -0.53652 4.37312  -0.02
C 2.44926 0.44275 4.02912  -0.50
C 3.63090 0.15537 4.98303  -0.14
C 4.54184 -0.94476 4.45840  -0.18
C 4.96507 -0.59080 3.02628  -0.14
C 3.77261 -0.49880 2.07889  -0.50
N 2.81535 0.46942 2.62464  -0.11
O 1.76208 0.75161 1.74183  0.01
C 4.33444 0.12053 0.77191  -0.04
C 3.21959 -1.88403 1.69448  -0.01
C 1.98610 1.87272 4.41210  -0.04
H 0.94712 -0.31188 5.37870  0.08
H 1.71792 -1.54964 4.38339  0.07
H 0.48737 -0.55123 3.64728  0.06
H 4.21186 1.07185 5.10481  0.11
H 3.25263 -0.17663 5.95091  0.12
H 3.99865 -1.88976 4.51451  0.10
H 5.48925 -0.99487 5.00124  0.11
H 5.57146 -1.39891 2.61308  0.12
H 5.46218 0.37969 3.03280  0.12
H 4.35973 1.20984 0.85364  0.09
H 5.33456 -0.16227 0.44095  0.08
H 3.61273 -0.10847 -0.01682  0.06
H 2.29221 -1.78285 1.11795  0.07
H 3.90663 -2.40390 1.02754  0.09
H 2.93591 -2.49700 2.55339  0.07
H 1.68658 1.87665 5.46148  0.08
H 1.10937 2.16305 3.82915  0.07
H 2.78160 2.58507 4.20000  0.08
H 1.29477 -0.10372 1.70753  0.06
C -0.34199 -3.73736 2.77597  -0.03
C -1.63099 -4.12814 3.54407  -0.49
C -2.77605 -3.46366 2.78580  -0.13
C -4.17104 -3.85680 3.26271  -0.17
C -4.24351 -5.37312 3.14584  -0.15
C -3.08650 -6.19770 3.70417  -0.51
N -1.79094 -5.57843 3.46773  -0.10
O -0.74538 -6.31237 4.07325  -0.02
C -3.35370 -6.50865 5.18342  -0.04
C -3.15190 -7.53631 2.91720  -0.04
C -1.40298 -3.62826 4.98194  -0.02
H 0.50723 -4.32108 3.14029  0.07
H -0.15395 -2.66677 2.80881  0.06
H -0.40717 -3.99864 1.71558  0.09
H -2.73242 -2.37194 2.89462  0.10
H -2.74097 -3.52550 1.69459  0.13
H -4.91069 -3.36840 2.63151  0.10
H -4.29913 -3.58137 4.31441  0.11
H -4.49376 -5.61479 2.10798  0.12
H -5.12908 -5.74748 3.67547  0.12
H -3.49608 -5.64363 5.83258  0.07
H -4.23864 -7.14206 5.29931  0.08
H -2.56439 -7.11747 5.63338  0.08
H -4.12868 -7.98233 3.11505  0.08
H -2.93698 -7.37615 1.86509  0.09
H -2.44883 -8.26454 3.33118  0.08
H -0.58505 -4.21006 5.41788  0.08
H -2.23268 -3.85250 5.65562  0.07
H -1.06744 -2.59292 5.01832  0.07
H -0.06601 -6.29761 3.38979  0.10
C -0.94722 -3.97730 -4.10472  -0.19
O -1.94579 -4.06078 -3.12815  -0.12
H -0.11255 -3.34786 -3.76787  0.08
H -0.44842 -4.95330 -4.21460  0.07
H -1.23950 -3.65484 -5.10937  0.07
H -1.81160 -3.34922 -2.49305  0.03
C 4.91340 -1.40352 -2.70850  -0.05
C 4.44095 -0.08215 -3.32620  -0.43
C 5.23257 0.32428 -4.56234  -0.22
O 6.58379 0.52406 -4.21799  -0.18
C 7.30475 1.17493 -5.23597  -0.12
N 2.99806 -0.07465 -3.65494  0.07
H 4.64446 -2.24187 -3.35322  0.08
H 4.58145 -1.52631 -1.67954  0.05
H 6.00768 -1.36865 -2.65859  0.07
H 4.54709 0.70366 -2.57185  0.12
H 4.70734 1.20967 -4.94273  0.10
H 5.17435 -0.41274 -5.37516  0.13
H 7.30055 2.25845 -5.07871  0.08
H 6.90154 0.95412 -6.22766  0.08
H 8.35384 0.87671 -5.22327  0.08
H 2.49303 -0.40272 -2.83301  0.04
H 2.91705 -0.84734 -4.31890  0.08
C 1.90011 7.05530 -0.76593  -0.07
C 1.24751 5.66875 -1.03607  -0.41
C 0.29783 5.29178 0.07082  -0.23
O -0.30123 4.06903 -0.25689  -0.16
C -1.16480 3.61272 0.75663  -0.11
N 0.53249 5.75687 -2.32364  0.06
H 1.17521 7.86735 -0.86270  0.07
H 2.70979 7.21949 -1.47471  0.07
H 2.24668 7.10304 0.27193  0.07
H 2.04787 4.93350 -1.10845  0.11
H -0.48177 6.07299 0.13372  0.13
H 0.80361 5.32225 1.04490  0.13
H -0.67177 3.54331 1.73654  0.08
H -1.52946 2.62012 0.50012  0.06
H -2.00986 4.30553 0.86894  0.09
H -0.04024 6.59994 -2.24371  0.07
H 1.14868 6.04166 -3.08152  0.05
C -2.84215 0.79198 3.06589  -0.05
C -3.90059 0.27482 2.11003  -0.43
C -5.24555 0.98684 2.33684  -0.21
O -5.86093 0.63946 3.56066  -0.17
C -6.53995 -0.58615 3.46381  -0.12
N -3.43995 0.53759 0.74365  0.07
H -3.14876 0.58280 4.09338  0.08
H -2.53452 1.82156 2.88492  0.07
H -1.91772 0.22283 2.90705  0.06
H -3.97781 -0.80811 2.27263  0.11
H -5.94744 0.88242 1.49822  0.12
H -5.05052 2.06276 2.31034  0.13
H -5.85248 -1.43564 3.45521  0.06
H -7.20807 -0.64822 2.60111  0.09
H -7.15289 -0.74111 4.35336  0.08
H -4.10367 0.18566 0.06015  0.07
H -2.60292 -0.03080 0.62904  0.03
C -4.60443 -0.19581 -5.00505  -0.09
C -3.69213 0.98780 -4.70015  -0.42
C -4.56909 2.23820 -4.71925  -0.23
O -3.84939 3.43532 -4.50889  -0.16
C -4.60515 4.56841 -4.80518  -0.14
N -3.09321 0.85525 -3.36497  0.07
H -5.00471 -0.21819 -6.02938  0.07
H -5.46052 -0.28993 -4.33351  0.07
H -4.04461 -1.13596 -4.98592  0.07
H -2.92141 1.01879 -5.47203  0.14
H -5.40611 2.14207 -4.01530  0.13
H -5.03409 2.33475 -5.71280  0.12
H -4.11355 5.42767 -4.35145  0.09
H -5.64561 4.51329 -4.45629  0.08
H -4.66924 4.72673 -5.89377  0.08
H -3.89283 0.81071 -2.73552  0.07
H -2.66406 -0.06573 -3.31676  0.05
C 3.39825 4.00727 -5.57284  -0.08
C 2.31938 3.22398 -4.81796  -0.42
C 2.68414 3.20050 -3.35043  -0.24
O 1.68654 2.80609 -2.45107  -0.14
C 2.23750 2.20294 -1.30710  -0.12
N 1.00165 3.85758 -5.07252  0.05
H 4.33650 3.43961 -5.46152  0.06
H 3.60560 5.00078 -5.17041  0.07
H 3.20715 4.06827 -6.64335  0.07
H 2.26070 2.21957 -5.24317  0.13
H 3.02213 4.21968 -3.10466  0.12
H 3.53267 2.51059 -3.31604  0.10
H 1.49957 2.21661 -0.50814  0.08
H 3.11428 2.75849 -0.93897  0.09
H 2.55296 1.16266 -1.42596  0.05
H 1.11963 4.86038 -4.93063  0.04
H 0.80921 3.81712 -6.07100  0.06

ΔE to the lowest compared entry with this formula, charge and spin	199.8	kJ/mol
maximum force	3.61	eV/Å
calculated total energy	-3290.10227	Ha
total charge	-1
Kohn-Sham gap	8.4303	eV